{
  "formula": "C48H63GeMgN2OSb2",
  "method": "ωB97M-V/def2-TZVPD",
  "homo_lumo_gap_ev": [6.23, 5.40],
  "e_homo_ev": [-15.05, -14.64],
  "fmax_ev_per_a": 2.4,
  "multiplicity": 1,
  "charge": 3,
  "e_tot_ha": -4808.06557,
  "symbols": ["Mg", "C", "C", "C", "Sb", "C", "C", "C", "C", "C", "C", "C", "C", "C", "C", "C", "C", "Sb", "C", "C", "C", "C", "C", "C", "C", "C", "C", "C", "C", "C", "H", "H", "H", "H", "H", "H", "H", "H", "H", "H", "H", "H", "H", "H", "H", "H", "H", "H", "H", "H", "H", "H", "H", "H", "H", "H", "C", "C", "C", "C", "C", "C", "C", "O", "C", "C", "C", "H", "H", "H", "H", "H", "H", "H", "H", "H", "H", "H", "H", "C", "C", "C", "C", "Ge", "C", "C", "C", "C", "H", "H", "H", "H", "H", "H", "H", "H", "H", "H", "H", "H", "H", "H", "H", "H", "H", "H", "H", "C", "N", "C", "C", "N", "H", "H", "H", "H", "H", "H"],
  "coordinates": [[-0.349, 0.204, 0.478], [1.816, 2.123, 1.064], [2.504, 1.678, 2.331], [2.358, 0.187, 2.624], [3.601, -0.819, 1.168], [5.325, -0.961, 2.462], [6.390, -0.085, 2.420], [7.383, -0.199, 3.385], [7.303, -1.180, 4.359], [6.230, -2.057, 4.379], [5.232, -1.950, 3.426], [3.015, -2.870, 1.184], [1.803, -3.298, 1.702], [1.484, -4.646, 1.646], [2.362, -5.547, 1.065], [3.577, -5.114, 0.556], [3.905, -3.771, 0.616], [2.165, 0.660, -0.748], [2.127, -1.080, -2.277], [2.688, -0.867, -3.524], [2.775, -1.945, -4.398], [2.278, -3.185, -4.029], [1.691, -3.367, -2.788], [1.611, -2.304, -1.896], [4.004, 1.502, -1.453], [4.988, 0.588, -1.807], [6.236, 1.036, -2.199], [6.508, 2.396, -2.210], [5.527, 3.303, -1.849], [4.264, 2.860, -1.478], [2.150, 3.112, 0.739], [0.725, 2.123, 1.185], [2.071, 2.258, 3.153], [3.572, 1.933, 2.297], [1.312, -0.142, 2.564], [2.739, -0.044, 3.619], [6.464, 0.674, 1.650], [8.218, 0.486, 3.371], [8.079, -1.269, 5.105], [6.157, -2.825, 5.135], [4.396, -2.637, 3.433], [1.115, -2.589, 2.159], [0.555, -4.992, 2.072], [2.106, -6.593, 1.012], [4.276, -5.814, 0.125], [4.854, -3.417, 0.226], [3.085, 0.104, -3.805], [3.237, -1.808, -5.363], [2.338, -4.014, -4.718], [1.302, -4.334, -2.504], [1.164, -2.449, -0.915], [4.773, -0.479, -1.785], [6.987, 0.321, -2.497], [7.484, 2.746, -2.508], [5.733, 4.362, -1.865], [3.492, 3.575, -1.220], [-6.818, -1.866, -3.138], [-5.516, -2.012, -2.430], [-4.467, -1.182, -2.654], [-3.155, -1.371, -2.003], [-2.097, -1.740, -3.056], [-3.153, -2.333, -0.855], [-2.159, -2.231, 0.100], [-1.263, -1.305, 0.100], [-4.247, -3.239, -0.710], [-4.213, -4.329, 0.307], [-5.362, -3.075, -1.493], [-6.824, -1.008, -3.804], [-7.629, -1.760, -2.418], [-7.030, -2.759, -3.726], [-4.536, -0.391, -3.387], [-2.152, -1.053, -3.897], [-2.306, -2.743, -3.425], [-1.090, -1.726, -2.638], [-2.167, -2.914, 0.953], [-4.266, -3.919, 1.315], [-3.305, -4.922, 0.225], [-5.067, -4.987, 0.174], [-6.193, -3.753, -1.382], [-6.058, 3.917, 0.830], [-6.146, 2.480, 0.334], [-4.995, 2.077, -0.592], [-3.682, 1.944, 0.181], [-2.070, 1.454, -0.913], [-2.055, 2.344, -2.751], [-0.976, 3.421, -2.786], [-1.214, 4.472, -1.705], [-0.275, 5.666, -1.802], [-6.928, 4.142, 1.440], [-6.050, 4.609, -0.008], [-5.164, 4.091, 1.425], [-7.079, 2.359, -0.217], [-6.166, 1.797, 1.186], [-4.877, 2.833, -1.372], [-5.234, 1.121, -1.073], [-3.792, 1.195, 0.973], [-3.442, 2.897, 0.667], [-2.842, -0.365, -1.588], [-3.036, 2.777, -2.957], [-1.843, 1.590, -3.516], [-0.969, 3.899, -3.768], [0.012, 2.956, -2.638], [-1.100, 3.983, -0.718], [-2.243, 4.831, -1.781], [0.771, 5.376, -1.713], [-0.501, 6.389, -1.024], [-0.408, 6.167, -2.757], [-1.441, 1.607, 5.647], [-2.234, 1.348, 4.451], [-3.653, 1.670, 4.457], [-1.633, 1.025, 3.370], [-1.057, 0.725, 2.405], [-2.089, 1.540, 6.520], [-0.994, 2.604, 5.619], [-0.653, 0.858, 5.739], [-4.068, 1.415, 5.433], [-4.171, 1.090, 3.694], [-3.818, 2.736, 4.277]]
}



{
  "formula": "C48H64F6N4O6PtS3SbTe",
  "method": "ωB97M-V/def2-TZVPD",
  "homo_lumo_gap_ev": [6.82, 6.96],
  "e_homo_ev": [-7.33, -8.26],
  "fmax_ev_per_a": 0.9,
  "multiplicity": 4,
  "de_lowest_kcal_mol": 34.9,
  "s2": 3.767,
  "charge": 0,
  "e_tot_ha": -4959.10731,
  "symbols": ["Pt", "C", "C", "C", "C", "Sb", "C", "C", "C", "C", "C", "C", "C", "C", "H", "H", "H", "H", "H", "H", "H", "H", "H", "H", "H", "H", "H", "H", "H", "H", "H", "H", "H", "H", "H", "H", "H", "H", "H", "H", "H", "F", "C", "F", "F", "S", "O", "O", "N", "S", "O", "O", "C", "F", "F", "F", "C", "C", "C", "C", "C", "C", "Te", "N", "C", "O", "C", "C", "C", "C", "C", "C", "C", "C", "C", "C", "C", "C", "C", "C", "C", "C", "H", "H", "H", "H", "H", "H", "H", "H", "H", "H", "H", "H", "H", "H", "H", "H", "H", "H", "H", "H", "H", "H", "H", "C", "C", "C", "N", "C", "S", "N", "C", "O", "C", "C", "C", "C", "C", "C", "H", "H", "H", "H", "H", "H", "H", "H", "H", "H", "H", "H", "H", "H"],
  "coordinates": [[0.123, -1.057, 1.346], [5.086, -0.539, 2.846], [4.903, -1.806, 2.016], [4.814, -2.981, 2.983], [6.115, -2.036, 1.119], [3.050, -1.581, 0.831], [3.532, 0.307, -0.196], [2.494, 0.455, -1.305], [3.319, 1.412, 0.838], [4.917, 0.516, -0.809], [3.102, -3.087, -0.744], [1.787, -2.969, -1.516], [4.258, -2.977, -1.732], [3.162, -4.434, -0.020], [5.838, -0.741, 3.618], [4.171, -0.228, 3.354], [5.462, 0.291, 2.250], [5.809, -3.123, 3.418], [4.525, -3.916, 2.511], [4.128, -2.780, 3.800], [7.013, -1.960, 1.743], [6.220, -1.326, 0.302], [6.109, -3.043, 0.700], [1.468, 0.265, -0.961], [2.685, -0.221, -2.139], [2.544, 1.475, -1.711], [2.358, 1.323, 1.350], [3.364, 2.385, 0.337], [4.091, 1.418, 1.602], [5.244, -0.305, -1.447], [5.680, 0.686, -0.048], [4.890, 1.419, -1.429], [1.858, -2.232, -2.316], [0.932, -2.699, -0.897], [1.549, -3.932, -1.982], [4.240, -2.034, -2.280], [4.161, -3.779, -2.474], [5.235, -3.088, -1.266], [2.364, -4.557, 0.718], [4.115, -4.575, 0.489], [3.061, -5.241, -0.753], [0.962, -5.053, 5.154], [1.631, -4.096, 4.531], [2.404, -3.464, 5.420], [2.402, -4.658, 3.606], [0.450, -2.868, 3.796], [1.209, -1.639, 3.647], [-0.652, -2.904, 4.699], [0.195, -3.414, 2.296], [-0.733, -4.769, 2.184], [-0.001, -5.921, 2.622], [-2.083, -4.578, 2.625], [-0.820, -4.967, 0.339], [0.258, -5.599, -0.118], [-0.943, -3.822, -0.303], [-1.887, -5.720, 0.071], [-3.603, 3.280, -6.624], [-3.410, 2.386, -5.429], [-2.244, 2.438, -4.679], [-2.045, 1.607, -3.581], [-0.775, 1.726, -2.793], [-3.045, 0.709, -3.224], [-2.903, -0.504, -1.385], [-1.817, -1.251, 0.411], [-2.466, -1.243, 1.573], [-1.761, -1.185, 2.616], [-3.950, -1.326, 1.726], [-4.535, -2.509, 2.163], [-5.913, -2.583, 2.310], [-6.708, -1.477, 2.039], [-6.119, -0.287, 1.633], [-4.744, -0.213, 1.478], [-2.293, -2.208, -2.442], [-1.259, -2.105, -3.363], [-0.804, -3.228, -4.038], [-1.396, -4.455, -3.784], [-2.434, -4.550, -2.871], [-2.905, -3.436, -2.179], [-3.997, -3.605, -1.160], [-4.235, 0.635, -3.957], [-5.340, -0.349, -3.662], [-4.390, 1.480, -5.054], [-2.840, 4.057, -6.661], [-4.580, 3.764, -6.601], [-3.545, 2.711, -7.553], [-1.467, 3.144, -4.953], [-0.122, 2.496, -3.202], [-0.220, 0.787, -2.769], [-1.006, 1.974, -1.755], [-3.909, -3.362, 2.392], [-6.363, -3.507, 2.647], [-7.782, -1.538, 2.155], [-6.730, 0.585, 1.438], [-4.285, 0.723, 1.176], [-0.809, -1.142, -3.570], [0.003, -3.140, -4.753], [-1.049, -5.343, -4.297], [-2.890, -5.514, -2.676], [-4.425, -4.604, -1.226], [-4.801, -2.879, -1.295], [-3.614, -3.471, -0.146], [-5.436, -0.580, -2.602], [-5.161, -1.293, -4.183], [-6.299, 0.041, -4.003], [-5.311, 1.425, -5.627], [1.737, 7.059, 3.567], [0.719, 5.935, 3.452], [1.335, 4.707, 2.802], [0.352, 3.640, 2.615], [0.152, 2.852, 1.567], [-0.741, 1.426, 1.731], [0.651, 3.244, 0.347], [0.746, 4.503, -0.250], [1.475, 4.653, -1.202], [-0.132, 5.585, 0.277], [-1.412, 5.313, 0.745], [-2.223, 6.354, 1.171], [-1.747, 7.658, 1.142], [-0.470, 7.929, 0.666], [0.334, 6.894, 0.219], [1.315, 7.920, 4.083], [2.063, 7.390, 2.579], [2.622, 6.743, 4.122], [-0.141, 6.256, 2.861], [0.345, 5.667, 4.444], [2.138, 4.304, 3.426], [1.779, 4.962, 1.841], [-0.076, 3.275, 3.456], [0.911, 2.483, -0.267], [-1.786, 4.296, 0.762], [-3.224, 6.147, 1.524], [-2.378, 8.468, 1.484], [-0.107, 8.947, 0.634], [1.322, 7.083, -0.179]]
}